{"formula": "C13H44O13", "method": "ωB97M-V with the def2-TZVPD basis set", "gap_ev": 9.63, "e_tot_ev": -40807.627, "e_above_lowest_kcal_mol": 4.3, "smiles": "OCCO.OCCO.OCCO.OCCO.CO.CO.CO.CO.CO", "max_force_ha_per_bohr": 0.0304, "symbols": ["O", "C", "C", "O", "H", "H", "H", "H", "H", "H", "O", "C", "C", "O", "H", "H", "H", "H", "H", "H", "O", "C", "C", "O", "H", "H", "H", "H", "H", "H", "O", "C", "C", "O", "H", "H", "H", "H", "H", "H", "C", "O", "H", "H", "H", "H", "C", "O", "H", "H", "H", "H", "C", "O", "H", "H", "H", "H", "C", "O", "H", "H", "H", "H", "C", "O", "H", "H", "H", "H"], "xyz": [[3.870, -4.513, 1.770], [2.770, -4.653, 0.871], [3.140, -3.941, -0.401], [2.834, -2.510, -0.308], [3.646, -4.945, 2.600], [2.592, -5.712, 0.644], [1.839, -4.278, 1.305], [2.570, -4.345, -1.237], [4.208, -3.943, -0.621], [3.545, -2.158, 0.240], [3.920, 1.334, 2.147], [2.523, 1.591, 2.378], [1.909, 0.300, 2.911], [2.178, 0.118, 4.297], [4.305, 2.164, 1.848], [2.399, 2.419, 3.079], [2.046, 1.806, 1.415], [2.291, -0.572, 2.376], [0.827, 0.359, 2.809], [3.131, 0.055, 4.419], [0.199, 3.748, 0.181], [0.510, 4.486, -1.008], [1.691, 5.391, -0.820], [1.257, 6.726, -0.462], [-0.084, 4.413, 0.823], [0.814, 3.756, -1.763], [-0.377, 4.959, -1.434], [2.308, 5.459, -1.720], [2.334, 5.053, -0.002], [2.064, 7.237, -0.343], [0.285, -1.841, 0.449], [-0.338, -1.080, -0.579], [0.089, 0.381, -0.598], [-0.522, 1.118, 0.465], [1.107, -2.204, 0.058], [-0.062, -1.539, -1.530], [-1.416, -1.071, -0.414], [-0.156, 0.888, -1.535], [1.171, 0.418, -0.410], [-0.317, 2.064, 0.302], [-0.159, -1.768, -4.803], [0.128, -0.407, -5.021], [0.558, -2.160, -4.082], [-1.154, -1.878, -4.346], [-0.184, -2.408, -5.691], [-0.597, 0.026, -5.475], [-2.365, 2.556, -2.743], [-2.981, 3.691, -2.130], [-2.534, 1.661, -2.137], [-2.766, 2.354, -3.745], [-1.299, 2.739, -2.880], [-3.803, 3.347, -1.765], [-2.413, 1.839, 3.410], [-2.813, 0.690, 2.666], [-2.641, 2.794, 2.932], [-2.927, 1.827, 4.372], [-1.352, 1.732, 3.651], [-2.144, 0.639, 1.969], [-3.998, -2.257, -1.373], [-5.188, -1.853, -1.998], [-3.040, -1.912, -1.779], [-3.963, -1.855, -0.354], [-3.958, -3.348, -1.262], [-5.094, -1.879, -2.953], [-2.075, -3.601, 2.361], [-0.689, -3.794, 2.095], [-2.676, -3.893, 1.492], [-2.346, -4.258, 3.186], [-2.262, -2.553, 2.604], [-0.368, -3.010, 1.594]], "mulliken_charge": [-0.552, -0.021, -0.642, -0.604, 0.302, 0.359, 0.078, 0.336, 0.401, 0.284, -0.547, 0.006, 0.063, -0.614, 0.288, 0.333, 0.014, 0.119, -0.007, 0.345, -0.443, -0.330, -0.508, -0.523, 0.212, 0.282, 0.342, 0.366, 0.269, 0.300, -0.208, -0.128, -0.269, 0.025, -0.015, 0.218, -0.131, 0.193, 0.286, 0.169, -0.343, -0.506, 0.123, 0.113, 0.321, 0.292, -0.332, -0.525, 0.117, 0.344, 0.108, 0.308, -0.487, -0.567, 0.232, 0.281, 0.141, 0.271, -0.198, -0.531, 0.002, 0.167, 0.302, 0.303, -0.454, -0.549, 0.180, 0.269, 0.148, 0.421]}

{"formula": "C13H46F5N3O19S3Y", "method": "ωB97M-V with the def2-TZVPD basis set", "gap_ev": [3.66, 7.09], "e_tot_ev": -104733.646, "spin_multiplicity": 2, "max_force_ha_per_bohr": 0.1372, "symbols": ["Y", "C", "F", "F", "F", "S", "O", "O", "O", "N", "S", "O", "O", "F", "S", "O", "O", "F", "O", "H", "H", "O", "H", "H", "O", "H", "H", "O", "H", "H", "O", "H", "H", "O", "H", "H", "C", "C", "O", "O", "H", "H", "H", "H", "H", "H", "C", "C", "O", "O", "H", "H", "H", "H", "H", "H", "C", "C", "C", "O", "C", "N", "H", "H", "H", "H", "H", "H", "H", "H", "H", "H", "H", "C", "C", "C", "O", "C", "N", "H", "H", "H", "H", "H", "H", "H", "H", "H", "H", "H"], "xyz": [[1.320, 18.786, -17.353], [-0.138, 21.970, -20.538], [-1.136, 22.701, -21.085], [0.143, 20.955, -21.323], [0.960, 22.740, -20.453], [-0.684, 21.452, -18.764], [0.434, 20.614, -18.327], [-0.791, 22.678, -17.987], [-1.872, 20.645, -18.948], [0.510, 19.216, -15.329], [-0.708, 19.806, -14.635], [-0.713, 21.121, -14.092], [-1.638, 18.814, -14.090], [-1.415, 20.235, -16.031], [1.206, 18.910, -13.784], [0.834, 17.709, -13.142], [1.814, 19.923, -12.917], [2.526, 18.391, -14.563], [1.480, 16.574, -16.628], [2.063, 16.178, -15.979], [0.941, 15.849, -16.941], [2.826, 15.580, -14.644], [3.749, 15.715, -14.857], [2.809, 14.751, -14.165], [-4.074, 20.666, -15.307], [-3.600, 21.219, -15.929], [-4.991, 20.743, -15.567], [3.673, 18.375, -17.171], [4.158, 17.590, -17.425], [4.345, 19.049, -17.066], [-0.817, 18.099, -17.938], [-1.200, 18.784, -18.487], [-1.433, 17.369, -18.001], [2.636, 20.859, -16.535], [2.523, 21.789, -16.729], [3.573, 20.761, -16.364], [0.048, 13.451, -13.289], [0.083, 11.895, -13.594], [1.185, 11.444, -14.312], [-0.072, 14.317, -14.441], [0.921, 13.744, -12.706], [-0.790, 13.702, -12.640], [-0.797, 11.535, -14.127], [0.182, 11.406, -12.625], [1.009, 11.203, -15.225], [-0.002, 15.175, -14.016], [-3.217, 16.067, -16.024], [-3.911, 17.408, -16.278], [-4.495, 17.342, -17.569], [-2.070, 15.972, -16.768], [-3.811, 15.195, -16.296], [-2.951, 16.071, -14.967], [-3.227, 18.243, -16.131], [-4.685, 17.516, -15.518], [-4.961, 18.128, -17.863], [-1.529, 15.228, -16.494], [-6.905, 16.982, -12.972], [-5.722, 15.978, -12.971], [-4.540, 16.588, -12.266], [-3.368, 15.830, -12.508], [-2.202, 16.389, -11.890], [-6.189, 14.745, -12.317], [-7.186, 17.314, -11.972], [-7.707, 16.449, -13.482], [-6.701, 17.883, -13.551], [-5.386, 15.740, -13.980], [-4.635, 16.705, -11.186], [-4.480, 17.605, -12.654], [-2.298, 16.273, -10.811], [-2.024, 17.420, -12.196], [-1.314, 15.839, -12.202], [-6.717, 15.031, -11.505], [-5.350, 14.267, -12.020], [7.471, 18.016, -9.788], [7.025, 16.510, -9.885], [5.852, 16.434, -11.004], [4.615, 16.896, -10.486], [3.588, 17.005, -11.431], [8.212, 15.763, -10.238], [7.947, 18.293, -10.729], [8.170, 18.066, -8.953], [6.571, 18.565, -9.512], [6.666, 16.177, -8.911], [5.594, 15.455, -11.409], [6.202, 17.019, -11.855], [3.402, 16.062, -11.945], [3.970, 17.715, -12.164], [2.702, 17.543, -11.094], [8.685, 16.203, -11.014], [8.787, 15.739, -9.408]], "mulliken_charge": [1.844, 0.515, -0.197, -0.213, -0.213, 1.211, -0.641, -0.619, -0.790, 0.380, 0.335, -0.701, -0.388, -0.107, 0.499, -0.354, -0.684, -0.263, -0.242, 0.250, 0.229, -0.541, 0.229, 0.215, -0.556, 0.272, 0.262, -0.381, 0.238, 0.180, -0.308, 0.230, 0.227, -0.337, 0.239, 0.200, -0.012, -0.720, -0.552, -0.340, 0.343, 0.150, 0.382, 0.286, 0.315, 0.156, -0.177, 0.388, -0.654, -0.480, 0.400, 0.060, -0.061, 0.076, 0.326, 0.175, -1.590, 0.899, -0.911, -0.320, -0.423, -0.771, 0.409, 0.424, 0.380, -0.080, 0.502, 0.330, 0.453, 0.241, -0.181, 0.304, 0.270, -1.281, 0.170, -0.721, -0.408, -0.528, -0.692, 0.342, 0.379, 0.306, 0.389, 0.417, 0.251, 0.166, 0.286, 0.359, 0.260, 0.288]}

{"formula": "C13H46N4O10", "method": "ωB97M-V with the def2-TZVPD basis set", "gap_ev": 8.38, "e_tot_ev": -40657.929, "e_above_lowest_kcal_mol": 12.2, "smiles": "NC(N)=O.NC(N)=O.CCO.CCO.CCO.CO.CO.CO.CO.CO", "max_force_ha_per_bohr": 0.2042, "symbols": ["N", "C", "N", "O", "H", "H", "H", "H", "N", "C", "N", "O", "H", "H", "H", "H", "C", "C", "O", "H", "H", "H", "H", "H", "H", "C", "C", "O", "H", "H", "H", "H", "H", "H", "C", "C", "O", "H", "H", "H", "H", "H", "H", "C", "O", "H", "H", "H", "H", "C", "O", "H", "H", "H", "H", "C", "O", "H", "H", "H", "H", "C", "O", "H", "H", "H", "H", "C", "O", "H", "H", "H", "H"], "xyz": [[-0.997, 3.155, 0.855], [-2.199, 2.809, 1.133], [-2.315, 1.863, 2.053], [-3.317, 3.499, 0.665], [-0.868, 4.032, 0.296], [-0.202, 2.749, 1.341], [-3.201, 1.329, 2.048], [-1.566, 1.285, 2.423], [-0.718, -0.158, -2.676], [-1.053, 0.679, -1.769], [-0.288, 1.636, -1.536], [-2.222, 0.574, -1.103], [-1.214, -1.048, -2.919], [0.240, -0.245, -3.147], [-0.540, 2.319, -0.747], [0.410, 1.863, -2.277], [0.361, -1.398, 1.274], [1.113, -0.994, 0.036], [1.418, 0.379, 0.012], [-0.023, -2.404, 1.133], [-0.420, -0.728, 1.362], [1.024, -1.373, 2.159], [0.482, -1.211, -0.866], [2.024, -1.587, -0.025], [0.662, 0.882, -0.378], [-2.701, -0.519, 3.994], [-4.128, -0.732, 3.542], [-4.426, 0.210, 2.516], [-2.003, -0.782, 3.224], [-2.401, -1.206, 4.833], [-2.494, 0.527, 4.306], [-4.774, -0.631, 4.393], [-4.275, -1.741, 3.045], [-5.215, -0.116, 2.027], [2.989, -1.828, -2.455], [2.709, -0.613, -3.232], [1.521, -0.909, -3.906], [2.104, -2.298, -2.093], [3.711, -1.570, -1.638], [3.376, -2.574, -3.127], [3.569, -0.423, -3.881], [2.714, 0.218, -2.538], [1.734, -1.241, -4.812], [4.603, 0.292, 0.851], [3.542, 0.186, 1.806], [4.938, 1.352, 0.943], [4.374, 0.008, -0.171], [5.526, -0.256, 1.173], [2.751, 0.237, 1.311], [-3.291, -1.878, 0.161], [-2.498, -2.102, -0.999], [-2.755, -1.336, 0.903], [-3.623, -2.751, 0.623], [-4.158, -1.282, -0.154], [-2.089, -1.254, -1.260], [0.529, 1.314, 3.521], [0.900, 2.052, 2.413], [1.348, 0.556, 3.640], [-0.340, 0.791, 3.483], [0.538, 1.889, 4.463], [1.798, 2.378, 2.490], [2.357, 3.273, -0.865], [3.195, 2.256, -1.283], [2.081, 3.149, 0.158], [1.467, 3.401, -1.496], [2.793, 4.263, -0.956], [2.693, 1.485, -1.028], [-0.601, -3.440, -3.688], [-1.585, -2.463, -3.922], [-1.097, -4.308, -3.375], [0.164, -3.190, -2.993], [-0.034, -3.574, -4.598], [-2.129, -2.726, -4.695]], "mulliken_charge": [-0.451, 0.571, 0.073, -0.800, 0.267, 0.325, 0.218, -0.353, -0.210, 0.594, -0.141, -0.722, 0.163, 0.134, 0.119, 0.242, -0.902, 0.069, 0.928, 0.479, -0.346, 0.289, -0.017, 0.596, -0.464, -0.389, -0.328, -0.598, -0.308, 0.302, 0.340, 0.356, 0.255, 0.294, -1.002, 0.565, -0.572, 0.087, 0.216, 0.450, 0.481, -0.309, 0.316, -0.396, -0.615, 0.246, 0.012, 0.282, 0.169, -0.552, -0.502, 0.002, 0.447, 0.269, 0.191, -0.328, -0.542, 0.270, 0.070, 0.209, 0.245, -0.445, -0.580, 0.051, 0.190, 0.403, 0.125, -0.599, -0.567, 0.374, 0.136, 0.307, 0.309]}